Entry 1:
A 9-piece molecular cluster, C24H41N5O4 overall. Source: OMol25; level of theory: wB97M-V/def2-TZVPD.

Output
2S+1: 1
SMILES: c1cc[nH]c1.c1cc[nH]c1.c1cc[nH]c1.c1cc[nH]c1.c1cc[nH]c1.CO.CO.CO.CO
net charge: 0
frontier orbital gap: 8.373 eV

Each line ends with the Löwdin charge.
Positions of all 74 atoms, in Å:
C -17.1743 13.8970 20.1571  -0.15
O -17.4936 13.2438 18.9236  -0.13
H -17.0768 14.9731 20.0062  0.05
H -17.9741 13.7482 20.8812  0.07
H -16.2006 13.5677 20.5192  0.08
H -18.0932 12.5282 19.1445  0.07
C -18.3074 17.7658 20.9253  -0.16
O -18.9996 18.3124 19.8114  -0.15
H -18.3446 16.6825 20.7784  0.06
H -17.3229 18.2243 21.0109  0.05
H -18.7743 18.0960 21.8679  0.08
H -19.8199 17.8014 19.7620  0.02
C -21.3709 20.2335 22.2598  -0.16
O -21.3646 21.1295 23.3693  -0.12
H -21.3178 19.2019 22.6135  0.07
H -22.2426 20.3798 21.6166  0.07
H -20.4860 20.4571 21.6570  0.07
H -20.5761 21.6667 23.3188  0.06
C -21.2579 20.5015 18.0232  -0.18
O -22.4616 20.9526 17.4445  -0.10
H -21.3229 20.1068 19.0388  0.06
H -20.6649 19.7939 17.4313  0.07
H -20.5097 21.3000 18.1173  0.08
H -23.1573 20.5350 17.9592  0.07
N -16.8615 17.5399 14.3920  0.00
C -17.4245 18.4542 15.2625  -0.13
C -17.5430 17.8320 16.4652  -0.15
C -16.9303 16.5762 16.3663  -0.12
C -16.5605 16.3734 15.0635  -0.11
H -16.8402 17.6729 13.3989  0.14
H -17.8844 19.3650 14.9159  0.10
H -18.0525 18.2194 17.3372  0.08
H -16.8806 15.8833 17.1922  0.09
H -16.2480 15.4999 14.5196  0.11
N -15.4822 13.5479 24.3198  0.00
C -14.5457 14.5412 24.2205  -0.13
C -15.1015 15.5499 23.4836  -0.11
C -16.4956 15.2862 23.3255  -0.09
C -16.6658 13.9974 23.7963  -0.15
H -15.3370 12.6349 24.7031  0.14
H -13.5502 14.3456 24.5827  0.11
H -14.5899 16.4511 23.1879  0.06
H -17.2639 15.8530 22.8297  0.08
H -17.5342 13.3685 23.9144  0.10
N -22.0140 16.1315 21.1277  0.02
C -21.1178 15.2187 20.6421  -0.13
C -20.7034 15.6326 19.4005  -0.11
C -21.6215 16.6524 19.0167  -0.12
C -22.3621 17.0016 20.1099  -0.13
H -22.5226 16.0314 21.9862  0.14
H -20.6869 14.4490 21.2645  0.11
H -19.9693 15.1745 18.7571  0.10
H -21.6189 17.0572 18.0152  0.10
H -23.0742 17.7960 20.2492  0.11
N -16.8573 20.9541 23.1608  0.01
C -15.9361 20.0848 22.6851  -0.15
C -15.3547 19.4228 23.7363  -0.09
C -15.9426 19.9566 24.9199  -0.11
C -16.8593 20.9040 24.5402  -0.14
H -17.4899 21.4632 22.5754  0.14
H -15.8140 19.8854 21.6308  0.09
H -14.7626 18.5250 23.7533  0.07
H -15.7520 19.6826 25.9440  0.09
H -17.5026 21.5509 25.1122  0.10
N -15.2785 19.0812 18.6236  0.03
C -15.3667 17.8336 19.2096  -0.14
C -14.2954 17.7450 20.0478  -0.13
C -13.5011 18.9068 19.9853  -0.11
C -14.1298 19.7004 19.0653  -0.15
H -15.9588 19.4528 17.9857  0.12
H -16.2183 17.1807 19.1647  0.08
H -14.1203 17.0045 20.8196  0.08
H -12.6175 19.1302 20.5542  0.09
H -13.8638 20.6010 18.5309  0.10



Entry 2:
C24H42As2N5O2Pd as an isolated structure. Source: OMol25; level of theory: wB97M-V/def2-TZVPD.

Output
2S+1: 1
net charge: +1
frontier orbital gap: 7.187 eV

Each line ends with the Löwdin charge.
Positions of all 76 atoms, in Å:
Pd 0.0400 0.5637 0.4632  0.57
C -0.8278 3.5170 2.7889  -0.27
As -0.2522 1.6773 2.6688  1.14
C -1.2794 0.8430 4.0877  -0.27
C 1.5503 1.7015 3.3855  -0.39
C 1.9365 2.6906 4.2847  -0.10
C 3.2387 2.7407 4.7564  -0.07
C 4.1676 1.8076 4.3233  -0.06
C 3.7949 0.8176 3.4261  -0.09
C 2.4892 0.7453 2.9521  -0.40
As 1.9649 -0.6295 1.6807  1.12
C 3.6381 -1.4115 1.0973  -0.28
C 1.3624 -2.0357 2.8895  -0.29
H -0.8863 3.8237 3.8342  0.03
H -1.8046 3.6063 2.3177  0.04
H -0.1292 4.1455 2.2428  0.03
H -1.0453 1.3536 5.0218  0.04
H -1.0203 -0.2076 4.1916  0.01
H -2.3460 0.9391 3.8850  0.04
H 1.2306 3.4413 4.6206  0.10
H 3.5293 3.5144 5.4545  0.11
H 5.1880 1.8505 4.6795  0.11
H 4.5403 0.1109 3.0852  0.10
H 4.1731 -1.8389 1.9480  0.03
H 4.2258 -0.6459 0.6049  0.02
H 3.4059 -2.2129 0.3965  0.03
H 2.0517 -2.1247 3.7300  0.04
H 1.3277 -2.9696 2.3323  0.02
H 0.3624 -1.8280 3.2628  -0.01
C -2.4310 -3.6141 1.6619  -0.04
C -1.8786 -3.2753 0.2834  -0.63
C -1.1517 -4.4765 -0.3133  -0.04
C -3.0035 -2.8340 -0.6601  -0.04
N -0.8286 -2.2424 0.4353  -0.05
N -1.3269 -0.9445 0.7915  -0.11
H -3.1674 -4.4131 1.5918  0.09
H -2.9389 -2.7600 2.1167  0.08
H -1.6324 -3.9376 2.3283  0.09
H -1.8038 -5.3482 -0.3336  0.09
H -0.2697 -4.7238 0.2769  0.09
H -0.8352 -4.2693 -1.3376  0.09
H -3.6638 -3.6717 -0.8803  0.09
H -2.5920 -2.4788 -1.6093  0.07
H -3.6341 -2.0494 -0.2338  0.08
H -0.3559 -2.1067 -0.4555  0.08
H -1.6137 -0.9883 1.7654  0.07
H -2.1509 -0.6979 0.2403  0.08
O -0.7823 3.3728 -0.4922  0.02
C 0.4243 3.2710 -0.4579  -0.54
C 1.4149 4.3472 -0.8559  -0.08
C 2.7761 3.6973 -0.6485  -0.07
C 2.4645 2.3160 -0.1092  -0.50
O 3.2986 1.4940 0.1998  0.01
N 1.1047 2.1367 -0.0350  -0.06
H 1.2402 5.2236 -0.2320  0.12
H 1.2166 4.6456 -1.8844  0.12
H 3.4191 4.2101 0.0650  0.13
H 3.3482 3.5791 -1.5683  0.13
N -0.3961 0.0678 -1.6779  0.14
C -0.8268 0.1282 -2.7519  -0.22
N -1.3049 0.2028 -3.9570  -0.08
C -2.7215 -0.0767 -4.2331  -0.13
C -2.8460 -1.3641 -5.0383  -0.16
C -1.7681 -1.4432 -6.1410  -0.18
C -1.0859 -0.0990 -6.3712  -0.18
C -0.3913 0.3864 -5.1051  -0.12
H -3.1239 0.7812 -4.7746  0.13
H -3.2474 -0.1263 -3.2804  0.12
H -3.8488 -1.4120 -5.4647  0.12
H -2.7517 -2.2172 -4.3637  0.10
H -2.2083 -1.7957 -7.0728  0.11
H -1.0109 -2.1807 -5.8653  0.11
H -1.8087 0.6437 -6.7154  0.12
H -0.3336 -0.1753 -7.1568  0.12
H -0.1063 1.4380 -5.1754  0.13
H 0.5072 -0.2048 -4.9168  0.13



Entry 3:
A 6-piece molecular cluster, C24H42BBrIN5O3P overall. Source: OMol25; level of theory: wB97M-V/def2-TZVPD.

Output
2S+1: 1
net charge: -1
frontier orbital gap: 6.802 eV

Each line ends with the Löwdin charge.
Positions of all 78 atoms, in Å:
C -0.4054 -1.0501 1.2315  -0.20
C 1.0367 -0.8618 0.5952  -0.68
I 2.5149 -1.0335 2.2197  0.73
C 1.0412 0.5593 -0.0689  -0.24
B 2.3915 0.9327 -0.8535  -0.44
C 2.6755 0.3194 -2.3086  -0.71
O 3.1696 -0.8075 -2.4861  -0.04
O 2.3098 1.0974 -3.2810  -0.09
P 3.7485 2.1395 -0.2031  0.55
O 3.4481 3.5563 -1.1229  -0.41
Br 3.4319 2.6604 1.9785  0.13
H -0.7581 -2.1067 1.1996  0.07
H -0.4059 -0.6835 2.2843  0.01
H -1.1101 -0.3663 0.6867  0.01
H 1.2831 -1.6843 -0.1154  0.08
H 0.2122 0.5512 -0.8313  0.12
H 0.8173 1.3830 0.6605  0.09
H 3.3433 3.1981 -2.0325  0.03
C 8.0036 4.0299 0.9902  -0.11
C 8.7681 2.8707 0.3613  -0.27
C 7.9149 1.6119 0.1942  -0.20
C 7.4893 1.0559 1.4778  -0.24
N 7.1437 0.6316 2.4871  0.15
H 7.6745 3.7887 2.0030  0.07
H 8.6420 4.9140 1.0507  0.07
H 7.1240 4.2872 0.3960  0.08
H 9.6516 2.6491 0.9668  0.11
H 9.1274 3.1811 -0.6238  0.10
H 8.4942 0.8564 -0.3426  0.12
H 7.0376 1.8328 -0.4196  0.10
C -4.6581 -1.6475 2.1573  -0.10
C -5.5169 -0.5046 1.6293  -0.26
C -5.1655 -0.1046 0.1951  -0.20
C -3.8110 0.4362 0.0878  -0.20
N -2.7438 0.8501 0.0046  0.18
H -3.6036 -1.3660 2.2047  0.06
H -4.9735 -1.9210 3.1658  0.07
H -4.7495 -2.5322 1.5224  0.08
H -5.4195 0.3573 2.2943  0.11
H -6.5662 -0.8121 1.6580  0.11
H -5.8768 0.6521 -0.1470  0.10
H -5.2743 -0.9653 -0.4700  0.12
C 2.6802 -2.9879 -4.4089  -0.11
C 3.4408 -4.1488 -5.0402  -0.27
C 2.5719 -5.3893 -5.2736  -0.21
C 2.0868 -5.9776 -4.0238  -0.24
N 1.7030 -6.4358 -3.0427  0.13
H 2.3106 -3.2443 -3.4152  0.07
H 3.3305 -2.1225 -4.3021  0.06
H 1.8275 -2.6960 -5.0285  0.08
H 4.2967 -4.4040 -4.4095  0.11
H 3.8416 -3.8208 -6.0040  0.10
H 3.1588 -6.1405 -5.8096  0.11
H 1.7237 -5.1344 -5.9137  0.11
C 1.1105 2.7557 5.6923  -0.11
C 0.1564 1.7419 6.3141  -0.27
C -0.1745 0.5788 5.3766  -0.19
C -0.9044 1.0186 4.1886  -0.24
N -1.4800 1.3735 3.2601  0.17
H 0.6708 3.2322 4.8138  0.07
H 1.3464 3.5419 6.4124  0.07
H 2.0465 2.2799 5.3916  0.07
H -0.7617 2.2504 6.6216  0.11
H 0.6158 1.3385 7.2208  0.10
H -0.7841 -0.1508 5.9161  0.12
H 0.7448 0.0660 5.0799  0.10
C -8.6772 1.4255 -2.1914  -0.11
C -7.8999 0.2804 -2.8297  -0.26
C -8.7475 -0.9747 -3.0480  -0.19
C -9.2021 -1.5626 -1.7868  -0.24
N -9.5642 -2.0182 -0.7965  0.14
H -9.0305 1.1610 -1.1922  0.07
H -8.0394 2.3057 -2.0947  0.07
H -9.5421 1.6994 -2.8001  0.07
H -7.0321 0.0434 -2.2095  0.09
H -7.5172 0.6153 -3.7970  0.11
H -8.1539 -1.7159 -3.5889  0.12
H -9.6088 -0.7396 -3.6778  0.12